# 1
ORCA calculation (ωB97M-V/def2-TZVPD) on one molecule with the formula C10H8ClN7O2 at a distorted geometry.

**Frontier orbital gap**: 7.39 eV
**2S+1**: 1
**LUMO level**: -0.589 eV
**Highest occupied orbital energy**: -7.98 eV

```
28
C10H8ClN7O2 ωB97M-V/def2-TZVPD
N 1.5751 3.0098 3.5954
O -3.2494 0.3995 2.7109
O -3.6702 1.8429 1.1558
Cl 5.2018 3.0182 -0.6998
N 3.0991 3.0128 1.5484
N 3.5783 1.2189 -1.7021
N 2.3215 3.0264 2.5888
C -0.0728 -2.2068 2.3302
C 0.5603 -2.0384 1.1306
C -1.1407 -0.6177 1.0999
C 2.4572 0.4685 -1.7451
C 3.7404 2.0355 -0.6304
C 1.7050 1.3286 0.3500
C 2.8500 2.1279 0.4749
C 1.5039 0.4821 -0.7302
C -2.1106 0.3687 0.7511
N -1.1320 -1.2954 2.2846
N -3.0623 0.9056 1.6089
N -0.1060 -1.0304 0.4322
C 0.3065 -0.4459 -0.8239
H 0.1834 -2.8826 3.1566
H 1.4025 -2.5886 0.7310
H 2.2982 -0.1715 -2.6023
H 0.9775 1.3505 1.1961
H -2.1356 0.6952 -0.2957
H -1.7849 -1.1198 3.0117
H -0.5434 0.0844 -1.3366
H 0.6011 -1.2762 -1.4595
```

# 2
ORCA calculation (ωB97M-V/def2-TZVPD) on C10H8F6N4O4PdS3 as an isolated structure at a distorted geometry.

**Frontier orbital gap (alpha / beta)**: 8.69 / 6.67 eV
**2S+1**: 3
**LUMO level (alpha / beta)**: -0.197 / -3.263 eV
**Highest occupied orbital energy (alpha / beta)**: -8.89 / -9.93 eV

```
36
C10H8F6N4O4PdS3 ωB97M-V/def2-TZVPD
Pd 2.2737 -13.1925 5.5894
F -1.3925 -17.4593 4.3110
C -1.0706 -16.1765 4.0851
F -2.0460 -15.6866 3.3704
F 0.0697 -16.1313 3.4416
S -0.8579 -15.2773 5.7858
O 0.5461 -15.6360 6.0730
O -1.9078 -15.7664 6.6330
N -0.8003 -13.6848 5.6823
S -2.0620 -12.7265 5.4314
O -2.0471 -11.6457 6.3524
O -3.2690 -13.3982 5.1284
C -1.5286 -11.9275 3.7857
F -1.9648 -12.6446 2.8043
F -0.1921 -11.8939 3.7554
F -2.0624 -10.6759 3.5787
S 3.6156 -11.6114 4.5848
C 2.3560 -10.4977 4.9716
C 2.1502 -9.3459 4.2084
C 0.9470 -8.6972 4.3247
C 0.0475 -9.1777 5.3110
C 0.3778 -10.2851 6.0842
N 1.4799 -11.0062 5.8433
H 2.9464 -8.9926 3.5726
H 0.7140 -7.8611 3.7033
H -0.8350 -8.6564 5.6003
H -0.3716 -10.6640 6.8000
N 3.0664 -16.0962 4.9820
C 4.0727 -16.9635 4.6693
C 5.2497 -16.2288 4.5955
C 4.8098 -14.9147 4.8762
N 3.5050 -14.8661 5.0979
H 2.0622 -16.2966 5.2585
H 3.9988 -18.0445 4.5204
H 6.2417 -16.6516 4.5225
H 5.3821 -14.0139 4.9614
```

Short version: ΔE to the lowest compared entry with this formula, charge and spin = 0.386 0.395 eV, in the order given.